DFT (the ωB97M-V functional and the def2-TZVPD basis) results for a cluster of 12 separate species, C30H48Cl12O18 in total in a non-equilibrium geometry.

Last column: Löwdin charge in e.
Cartesian coordinates (Å):
O  2.54244  -0.67620  -2.12004  0.10
C  2.87736  -1.84559  -1.90630  -0.63
O  3.14856  -2.61334  -2.95304  0.08
C  3.57174  -3.88164  -2.43902  -0.07
C  3.01297  -3.84872  -1.02481  -0.08
O  2.88693  -2.46541  -0.82106  0.13
H  2.99177  -4.62206  -2.98993  0.13
H  4.63539  -4.11987  -2.44216  0.14
H  3.61654  -4.31638  -0.24693  0.14
H  2.05703  -4.34464  -0.85651  0.13
O  -1.06991  -0.59057  4.39305  0.07
C  -2.22144  -1.01942  4.15920  -0.53
O  -3.34606  -0.31843  4.24844  0.07
C  -4.44164  -1.16820  4.06545  -0.13
C  -3.86525  -2.32936  3.31740  -0.11
O  -2.49428  -2.25608  3.71323  0.02
H  -4.81925  -1.44320  5.05028  0.14
H  -5.21210  -0.65244  3.49230  0.13
H  -3.79912  -2.07262  2.26013  0.10
H  -4.36510  -3.27236  3.53874  0.14
O  -3.47784  -5.73208  2.86480  0.10
C  -2.40014  -5.45375  2.31329  -0.56
O  -1.50159  -4.69693  2.87317  0.07
C  -0.30722  -4.65519  2.20295  -0.15
C  -0.70738  -5.31808  0.88694  -0.13
O  -1.91773  -5.96329  1.18943  0.10
H  -0.00147  -3.61765  2.06832  0.09
H  0.57896  -5.05992  2.69181  0.13
H  -0.10285  -6.13721  0.49748  0.13
H  -0.77649  -4.55085  0.11578  0.09
O  2.99835  0.57102  0.63535  0.07
C  3.98404  1.38218  0.68445  -0.43
O  4.06282  2.65081  0.28874  0.07
C  5.26335  3.23430  0.74848  -0.13
C  6.03880  2.18128  1.49634  -0.13
O  5.13260  1.11665  1.44371  0.02
H  5.80640  3.42655  -0.17686  0.13
H  5.20301  4.16380  1.31460  0.14
H  6.06038  2.55155  2.52129  0.14
H  6.98969  1.92263  1.03049  0.14
O  -0.26525  -5.46392  -2.13284  0.15
C  -0.04315  -4.63898  -2.96947  -0.55
O  0.62388  -4.70383  -4.12512  0.09
C  0.68953  -3.51649  -4.76374  -0.16
C  -0.04083  -2.55915  -3.84502  -0.17
O  -0.40962  -3.36108  -2.78473  0.06
H  1.71562  -3.14947  -4.78666  0.12
H  0.48954  -3.58203  -5.83323  0.14
H  -0.94980  -2.31951  -4.39678  0.11
H  0.61137  -1.77229  -3.46607  0.10
O  1.40200  0.88011  -5.68060  0.17
C  1.97395  1.43549  -4.81833  -0.65
O  1.45196  2.31726  -3.93312  0.03
C  2.37511  2.89888  -3.10968  -0.18
C  3.58964  2.10255  -3.33501  -0.08
O  3.22788  1.51520  -4.62660  0.10
H  2.57986  3.83948  -3.62101  0.14
H  2.07718  2.97562  -2.06400  0.13
H  3.70250  1.30221  -2.60370  0.10
H  4.52437  2.64696  -3.46917  0.14
Cl  -5.44273  1.11314  -0.93035  0.52
C  -4.46190  1.93017  0.33008  -0.66
C  -5.30340  2.36458  1.59231  -0.57
Cl  -6.62162  3.57661  1.13275  0.46
H  -4.08244  2.82614  -0.16119  -0.02
H  -3.52979  1.41047  0.55187  0.04
H  -4.78266  2.94298  2.35545  0.04
H  -5.86260  1.52431  2.00383  0.04
Cl  -1.08694  3.72573  -1.36894  0.60
C  -1.67610  5.41065  -1.22102  -0.61
C  -2.02018  5.84455  0.23797  -0.60
Cl  -3.66104  5.24174  0.62463  0.58
H  -2.47217  5.47173  -1.96307  0.06
H  -0.74970  5.89628  -1.52771  0.05
H  -2.06709  6.93258  0.28374  0.07
H  -1.34900  5.32832  0.92437  0.02
Cl  -0.70926  3.88067  6.87840  0.53
C  -1.59220  3.03574  5.56089  -0.58
C  -0.95665  3.51354  4.17300  -0.68
Cl  -1.11201  5.22806  3.72284  0.55
H  -2.61686  3.40481  5.51649  0.06
H  -1.33659  1.98101  5.45942  0.06
H  -1.25924  2.99866  3.26117  -0.02
H  0.08971  3.22333  4.26789  0.02
Cl  -1.40031  0.37110  -3.59747  0.63
C  -2.20656  1.08326  -5.03399  -0.57
C  -2.45074  -0.10869  -5.98983  -0.69
Cl  -3.22802  0.34578  -7.50893  0.56
H  -1.38696  1.69875  -5.40483  0.06
H  -3.07041  1.65520  -4.69523  0.08
H  -3.22804  -0.73286  -5.54903  0.06
H  -1.47345  -0.56933  -6.13407  0.06
Cl  2.51177  1.61923  4.18569  0.60
C  1.86993  -0.01797  4.01539  -0.65
C  3.05115  -0.91487  3.62191  -0.68
Cl  2.80565  -2.61679  4.05491  0.55
H  1.12846  -0.12480  3.22362  0.04
H  1.31334  -0.19914  4.93490  0.06
H  4.00625  -0.71251  4.10662  0.05
H  3.30531  -0.86140  2.56331  0.04
Cl  -1.49035  -1.71514  0.75745  0.68
C  -0.23106  -0.73262  -0.09034  -0.59
C  -0.34416  0.75767  -0.21955  -0.68
Cl  -0.58134  1.54284  1.33675  0.63
H  -0.18676  -1.15983  -1.09216  0.05
H  0.70326  -0.88836  0.44900  0.06
H  -1.20488  1.15962  -0.75406  -0.02
H  0.49229  1.30905  -0.64900  0.05

Summary:
SMILES: O=C1OCCO1.O=C1OCCO1.O=C1OCCO1.O=C1OCCO1.O=C1OCCO1.O=C1OCCO1.ClCCCl.ClCCCl.ClCCCl.ClCCCl.ClCCCl.ClCCCl
ΔE to the lowest compared entry with this formula, charge and spin in kJ/mol: 139.79
LUMO in eV: -0.013
2S+1: 1
HOMO level in Eh: -0.3771